{"formula": "C22H20ClCrNOPS", "method": "ωB97M-V/def2-TZVPD", "homo_ev": [-14.9, -14.9], "charge": 2, "spin_multiplicity": 4, "lumo_energy_ev": [-9.611, -9.066], "homo_lumo_gap_ev": [5.27, 5.82], "symbols": ["H", "C", "C", "C", "H", "C", "H", "C", "C", "Cr", "H", "C", "C", "H", "C", "H", "H", "C", "H", "H", "H", "C", "H", "C", "C", "H", "H", "H", "C", "H", "C", "C", "P", "C", "H", "H", "C", "H", "C", "C", "H", "N", "Cl", "S", "C", "H", "C", "O"], "coordinates": [[-1.364664, 2.567896, -5.007759], [1.985134, 2.239546, 0.062810], [2.793876, 3.184764, 0.707236], [-0.429845, 0.183493, -2.762802], [0.555329, -3.698675, 2.449291], [-1.067434, 2.125737, -4.059395], [-1.227891, 3.975232, -2.967683], [2.995911, -3.153932, -1.320739], [-0.615764, 2.346770, -1.688507], [-2.187603, 0.096104, 0.689786], [-3.811745, -2.713265, 0.911774], [1.108254, 1.421518, 0.793285], [3.444260, -1.833615, -1.220083], [4.480262, -1.596012, -1.480982], [2.569553, -0.835444, -0.774562], [3.476089, 3.813755, 0.131986], [2.039145, 2.163653, -1.029048], [-3.814174, -2.192783, 1.855879], [3.362386, 4.047345, 2.601992], [-0.230349, -0.883437, -2.716836], [1.333153, -4.504401, -1.044348], [1.906118, 2.460166, 2.840317], [-0.885164, 0.128227, -4.858510], [-0.986817, 2.918635, -2.906654], [-0.324326, 0.982354, -1.611042], [2.953663, 0.179772, -0.676536], [1.870218, 2.559941, 3.923964], [0.449069, 0.854839, 2.764678], [1.232800, -1.127265, -0.454985], [-0.568573, 2.971940, -0.792191], [1.672821, -3.468623, -0.985867], [-2.830978, -0.797036, -0.844968], [0.014024, 0.171278, 0.008213], [-3.242728, -0.461703, 3.276391], [-0.245164, -2.702948, -0.324182], [3.679928, -3.937247, -1.650349], [0.790868, -2.461984, -0.569135], [-4.926113, -3.550465, 3.125016], [-0.797954, 0.762735, -3.975051], [2.748307, 3.299929, 2.101524], [0.925186, -3.189308, 2.818546], [-3.162378, -0.949614, 2.008831], [-2.513634, 2.161143, 1.398348], [-4.078814, -1.495656, 4.317464], [-4.388834, -2.617438, 3.014733], [-2.789136, 0.489518, 3.533962], [1.090258, 1.526139, 2.194963], [-2.986529, -1.461580, -1.808776]], "atomic_forces_ev_per_a": [[0.1, -0.1, 0.2], [0.0, 0.3, -0.4], [-0.2, -0.5, 0.3], [-0.2, 0.2, -0.3], [-0.3, -0.3, -0.2], [-0.1, 0.2, 0.5], [0.1, -0.1, 0.1], [-0.3, 0.1, 0.1], [-0.5, 0.7, 0.0], [-0.6, 3.4, 2.3], [0.0, 0.0, 0.0], [-0.4, 0.2, 1.1], [-0.4, -0.1, 0.1], [-0.5, 0.0, 0.2], [0.2, 0.3, 0.0], [-0.3, -0.2, 0.1], [-0.1, 0.1, 0.4], [0.2, 1.0, 1.4], [-0.2, -0.2, -0.1], [0.1, 0.1, 0.0], [0.1, 0.4, 0.0], [-0.1, 0.0, -0.1], [0.1, 0.2, 0.2], [0.2, -0.3, -0.1], [-0.9, -0.7, 0.3], [-0.1, -0.4, 0.0], [0.0, -0.1, -0.2], [0.1, 0.2, 0.1], [-0.6, -1.4, 0.1], [0.0, -0.2, -0.3], [0.0, 0.2, 0.0], [-1.1, -6.0, -8.1], [4.2, 1.1, -1.8], [-0.2, -1.3, -1.2], [0.2, -0.1, 0.0], [-0.2, 0.2, 0.1], [0.4, 0.2, -0.1], [0.0, 0.2, 0.3], [0.2, -0.5, 0.0], [-0.3, -0.3, -0.2], [0.2, 0.3, 0.2], [-0.1, -0.5, 0.9], [0.3, -0.8, -0.2], [-0.1, -0.2, -0.9], [0.6, 0.4, -0.3], [-0.2, -0.2, 0.2], [0.3, 0.2, -0.3], [0.4, 4.1, 5.6]], "mulliken_charge": [0.438, -0.300, -0.839, -0.241, -0.013, -0.516, 0.449, -0.469, -0.576, 0.038, 0.440, 0.894, -0.787, 0.435, -0.304, 0.427, 0.480, -0.538, 0.427, 0.543, 0.421, -0.709, 0.446, -0.784, 0.691, 0.428, 0.432, 0.291, 0.311, 0.399, -0.750, 0.484, 1.802, -0.213, 0.360, 0.410, -0.207, 0.426, -0.706, -0.562, 0.013, 0.267, -0.364, 0.013, -0.399, 0.343, -0.637, -0.191]}


{"formula": "C2H9B2NO3", "method": "ωB97M-V/def2-TZVPD", "homo_ev": -9.0, "charge": 0, "spin_multiplicity": 1, "lumo_energy_ev": 0.373, "homo_lumo_gap_ev": 9.40, "symbols": ["H", "B", "N", "H", "H", "B", "H", "H", "O", "H", "O", "H", "O", "H", "C", "C", "H"], "coordinates": [[0.872336, -2.356754, 0.961120], [-0.050806, 1.465887, 0.795595], [-0.517060, -0.112095, -0.981303], [1.179132, -1.903481, -2.508308], [0.138726, 3.339253, 1.810368], [-0.072034, -1.394914, -0.631493], [-0.819299, 2.121846, 2.720858], [-0.441870, -2.677888, -2.515716], [1.265248, 1.234041, 0.627153], [1.923078, 1.280803, 1.392771], [-0.947082, 0.867463, -0.118147], [0.600110, -3.375616, -1.580087], [0.183767, -1.670160, 0.663760], [-1.483629, -0.113470, -1.867573], [-0.632781, 2.637780, 1.772847], [0.343659, -2.364715, -1.839520], [-1.541492, 3.022019, 1.297675]], "atomic_forces_ev_per_a": [[-1.9, 1.5, -1.3], [-1.3, 0.9, -0.7], [-4.7, 0.6, -4.8], [-1.4, -0.8, 1.3], [1.0, 1.4, 0.5], [1.1, -1.3, -1.0], [-0.2, 0.6, 0.1], [-0.7, 0.8, -0.5], [2.4, -0.8, 1.5], [-1.8, 0.3, -1.7], [0.3, 1.0, 2.2], [0.9, -0.3, 0.8], [1.7, -1.3, 2.2], [4.4, -0.2, 3.4], [-0.7, -3.1, -1.4], [0.8, 0.7, -1.2], [0.1, 0.1, 0.5]], "mulliken_charge": [0.311, 0.592, -0.157, 0.271, 0.293, 0.389, 0.320, 0.332, -0.519, 0.317, -0.415, 0.314, -0.618, 0.268, -0.908, -1.008, 0.218]}


{"formula": "C28H21Br2N3O4S5Ta", "method": "ωB97M-V/def2-TZVPD", "homo_ev": -4.0, "charge": -1, "spin_multiplicity": 1, "lumo_energy_ev": 1.798, "homo_lumo_gap_ev": 5.83, "symbols": ["C", "H", "C", "O", "C", "H", "C", "C", "C", "N", "O", "Br", "H", "C", "H", "S", "C", "H", "S", "C", "S", "C", "C", "C", "H", "H", "C", "H", "C", "C", "C", "H", "S", "H", "H", "C", "H", "C", "H", "C", "Br", "O", "N", "C", "C", "N", "C", "H", "H", "H", "C", "H", "C", "C", "H", "C", "O", "C", "C", "H", "H", "Ta", "S", "H"], "coordinates": [[1.610963, 5.978173, 0.469097], [2.737500, 3.526891, 2.519052], [-2.727710, -2.839988, 3.199556], [-0.396364, -1.634655, -0.855284], [1.457265, -2.220853, 1.585538], [-3.464296, 0.758675, 1.789727], [1.460588, 3.221119, 0.830393], [3.089878, -0.490058, 3.001125], [2.290414, -1.259084, -1.407236], [-1.495856, -1.724779, 1.491411], [-1.113492, 3.137221, 2.768910], [-3.572489, -6.538084, 0.588673], [-3.560782, -4.753060, 2.745021], [1.312588, -0.851391, 1.335515], [2.881363, 5.965329, 2.203851], [-1.477320, 1.958361, 2.044242], [-2.978820, -3.911966, 2.392976], [-3.283774, 1.494369, 3.435493], [-2.111721, 2.430658, -2.313090], [-2.453796, -3.925943, 1.084514], [-0.516495, 1.161587, -2.194871], [3.639592, 0.966624, -2.298632], [2.180544, -0.024719, 2.048185], [2.293353, 5.369260, 1.517116], [2.043769, 2.092254, -1.489217], [-3.732160, 2.511943, 2.029779], [-1.968955, -1.758660, 2.712836], [-3.100799, -2.807003, 4.214216], [2.432110, 1.092468, -1.619713], [0.851866, 5.199669, -0.389007], [-1.102204, -2.695224, -0.594713], [3.874076, -2.397228, -2.284446], [-3.683681, 1.514130, -1.186872], [3.712573, 0.229080, 3.518979], [3.878770, -2.229430, 3.972795], [0.770163, 3.826702, -0.207586], [0.851977, -2.939648, 1.047128], [-1.973690, -4.907623, -1.075318], [5.114380, -0.391758, -3.077367], [4.177562, -0.285650, -2.542888], [-0.384993, -3.710233, -3.127555], [-0.720489, 0.716711, 2.369067], [2.198494, 1.352760, 1.824624], [-3.174039, 1.639786, 2.362135], [3.181541, -1.842268, 3.240905], [1.369667, 1.785238, 1.006010], [3.484870, -1.402418, -2.097720], [1.787793, -2.158680, -1.083443], [2.439477, -3.777413, 2.671982], [4.147109, 1.859759, -2.645365], [2.219288, 4.001438, 1.699288], [0.304972, 5.653355, -1.205546], [-1.718757, -2.792936, 0.688255], [-2.576660, -4.980315, 0.145856], [-2.064748, -5.724496, -1.777215], [1.718427, -0.009764, -1.132670], [-1.307663, 2.047008, 0.568869], [2.366419, -2.707782, 2.509938], [-1.223140, -3.776024, -1.440101], [1.666142, 7.050766, 0.330991], [0.166566, 3.233054, -0.876574], [-0.253933, 0.161629, 0.079691], [-2.860654, -0.232157, -0.579165], [-1.741978, -0.906929, 3.336853]], "atomic_forces_ev_per_a": [[0.0, -0.1, 0.0], [0.0, 0.0, 0.0], [0.0, 0.0, 0.0], [0.1, 0.0, 0.0], [0.0, 0.0, 0.0], [0.0, 0.0, 0.0], [0.0, 0.1, 0.0], [0.1, 0.1, -0.1], [0.0, 0.0, -0.1], [0.0, 0.0, -0.1], [0.1, -0.1, 0.1], [0.0, 0.0, 0.0], [0.0, 0.0, 0.0], [-0.2, 0.0, -0.1], [0.0, 0.0, 0.0], [0.0, 0.1, 0.1], [0.0, 0.0, 0.0], [0.0, 0.0, 0.0], [-0.1, 0.0, 0.0], [0.0, 0.0, 0.0], [0.2, 0.0, 0.0], [0.0, 0.0, 0.0], [-0.1, 0.1, 0.1], [0.0, 0.1, 0.0], [0.0, 0.0, 0.0], [0.0, 0.0, 0.0], [0.0, 0.0, 0.0], [0.0, 0.0, 0.0], [0.0, 0.0, 0.1], [0.0, 0.0, 0.0], [0.1, 0.0, 0.1], [0.0, 0.0, 0.0], [0.1, 0.1, 0.0], [0.0, 0.0, 0.0], [0.0, 0.0, 0.0], [0.0, 0.0, -0.1], [0.0, 0.0, 0.0], [0.0, 0.0, 0.0], [0.0, 0.0, 0.0], [0.0, 0.0, 0.0], [0.0, 0.0, 0.0], [0.0, 0.1, -0.2], [0.1, 0.0, 0.1], [-0.1, 0.0, 0.0], [0.0, -0.1, 0.0], [0.0, 0.0, -0.1], [0.0, 0.0, 0.0], [0.0, 0.0, 0.0], [0.0, 0.0, 0.0], [0.0, 0.0, 0.0], [0.0, -0.1, 0.1], [0.0, 0.0, 0.0], [0.0, 0.0, 0.0], [0.0, 0.0, 0.0], [0.0, 0.0, 0.0], [0.0, 0.0, -0.1], [0.1, 0.1, 0.0], [0.0, 0.0, 0.0], [-0.1, 0.0, -0.1], [0.0, 0.0, 0.0], [0.0, 0.0, 0.0], [-0.2, -0.2, 0.4], [-0.1, -0.1, -0.1], [0.0, 0.0, 0.0]], "mulliken_charge": [-0.458, 0.425, -1.177, -0.177, 0.011, 0.204, -0.061, -0.251, -0.402, 0.489, -0.697, -0.270, 0.331, 1.151, 0.370, 1.321, -0.951, 0.373, -0.158, 0.649, -0.060, -0.938, -0.766, -0.667, 0.236, 0.355, -0.579, 0.434, 0.221, -1.075, 0.526, 0.418, -0.123, 0.468, 0.361, 0.647, 0.227, -0.327, 0.345, -0.524, -0.175, -0.616, -1.005, -0.994, -0.783, 1.062, -1.006, 0.219, 0.455, 0.429, -0.466, 0.434, -0.046, 0.054, 0.436, 0.568, -0.523, -0.908, -0.308, 0.387, -0.070, 1.396, -0.095, 0.654]}


{"formula": "C27H46Cl3O2PV", "method": "ωB97M-V/def2-TZVPD", "homo_ev": [-8.3, -8.3], "charge": 0, "spin_multiplicity": 2, "lumo_energy_ev": [-0.404, -1.152], "homo_lumo_gap_ev": [7.87, 7.13], "symbols": ["H", "C", "Cl", "C", "H", "H", "C", "C", "H", "H", "C", "H", "H", "Cl", "H", "H", "H", "C", "C", "C", "C", "H", "C", "H", "H", "H", "P", "H", "O", "H", "H", "H", "H", "C", "H", "H", "Cl", "H", "C", "H", "H", "C", "H", "C", "H", "C", "V", "C", "H", "C", "C", "H", "H", "C", "H", "H", "H", "H", "H", "H", "H", "O", "H", "H", "C", "C", "C", "H", "H", "C", "H", "C", "H", "H", "C", "C", "H", "H", "H", "C"], "coordinates": [[3.249986, -0.596515, -1.364620], [-3.263146, 2.692584, -2.327483], [-4.113374, -3.555015, 4.387272], [2.863565, 3.913210, 0.274322], [2.549926, -1.812516, -0.293240], [0.263435, 1.963806, 1.527034], [0.270246, -0.632669, 2.556449], [-1.521788, -0.835938, 4.918001], [1.641885, -2.463363, 1.596038], [1.264404, -2.326620, 3.482880], [0.864374, 2.395633, 0.720704], [-5.308200, -3.565603, 2.329550], [-1.103156, -2.731886, 3.992692], [-1.861312, -2.430452, -1.029406], [1.105355, -0.074027, 2.120354], [-1.023403, -0.135662, 5.602511], [-4.144135, 2.878593, -2.949982], [1.198551, -1.123858, -1.847363], [1.869057, -1.703322, -4.205241], [-0.814519, 1.992611, -2.423912], [-0.559834, -1.965001, 4.562974], [2.216005, 0.734632, 0.508606], [-2.047859, 2.428797, -3.225583], [4.224697, -2.801919, -1.869183], [-1.992977, 1.872870, 0.103535], [-1.191998, 0.956325, 1.962796], [0.280380, -0.026378, -0.646324], [1.973695, -1.303053, -5.219349], [-3.931287, -1.634663, 1.528897], [0.740787, -3.259855, 0.258507], [-1.493088, -0.046447, -2.222597], [0.010637, 1.782882, -3.119861], [0.176081, 2.992315, 0.102990], [0.712141, -2.426363, 0.988599], [-2.258243, 0.961989, 4.023010], [-2.299639, 1.634328, -3.943472], [-3.782354, -5.346846, 2.013921], [3.960394, 3.339959, -1.509844], [-4.268884, -3.749031, 2.618482], [-2.379361, -1.240478, 5.470666], [3.551177, -3.054356, -4.293550], [-3.547749, 1.534598, -1.366337], [2.800584, 1.183631, -1.899361], [-1.151886, 0.768829, -1.561012], [-2.569368, 0.187978, 0.017011], [2.330163, 1.939776, -1.260927], [-0.994864, -1.469569, 0.921447], [2.598600, -1.481991, -1.336460], [-3.087512, 3.609954, -1.748646], [-1.057908, 0.018163, 2.517384], [1.929152, 3.314429, 1.332251], [1.437869, 4.115000, 1.897340], [4.146853, 2.231100, -0.145463], [-3.374396, -2.654354, 1.986714], [-2.991371, -0.464855, 3.352561], [-1.806831, 3.326354, -3.806607], [0.221741, -0.413193, -3.666141], [2.525774, 2.729029, 2.047674], [2.616733, -3.499815, -2.085855], [1.178602, -2.557857, -4.266113], [-3.927706, 0.675890, -1.938101], [-2.114623, -2.902056, 2.040715], [0.583908, -2.038723, -1.817420], [1.666382, 2.528805, -1.910874], [1.233393, -0.638179, -3.302137], [3.421338, 2.856364, -0.686416], [3.208708, -2.581136, -2.211221], [-4.334851, 1.818616, -0.658741], [-0.212938, -2.446623, 5.488279], [0.645031, -1.467011, 3.757043], [1.268442, -0.855381, 4.426441], [-2.298474, 1.073890, -0.591585], [-0.488521, 2.825453, -1.783135], [2.315183, 4.671429, -0.301728], [1.513117, 1.300017, -0.131478], [-2.021610, -0.060487, 3.685467], [1.813488, 0.294845, -3.378172], [3.691295, 4.431510, 0.767708], [3.977302, -1.406151, -3.849361], [3.228729, -2.196984, -3.694521]], "atomic_forces_ev_per_a": [[-0.1, -0.2, 0.0], [0.2, 0.1, 0.1], [-0.1, -0.3, -0.2], [-0.1, 0.0, -0.1], [0.1, 0.0, -0.2], [0.2, 0.1, -0.2], [-2.6, 3.1, 1.7], [0.1, 0.1, 0.0], [-0.5, 0.4, -0.6], [-0.1, 0.2, 0.0], [0.0, 0.2, 0.2], [0.3, -0.2, 0.3], [0.2, 0.2, 0.1], [0.3, 0.3, 0.3], [-0.4, -0.5, -0.4], [0.0, -0.1, -0.1], [0.1, 0.0, 0.1], [-0.4, 0.2, 0.1], [-0.1, -0.2, 0.1], [-0.2, 0.1, -0.2], [-0.2, -0.3, 0.0], [-0.1, 0.2, -0.1], [-0.1, -0.1, 0.0], [-0.1, 0.0, 0.0], [0.0, -0.1, -0.1], [0.2, -0.7, -0.3], [-0.5, 0.4, -0.5], [0.0, -0.1, 0.1], [1.0, -1.2, 0.5], [-0.3, 0.1, 0.3], [0.1, 0.2, 0.2], [-0.2, 0.0, 0.2], [0.2, -0.1, 0.1], [-1.4, 0.3, -0.1], [0.2, -0.1, -0.4], [0.1, 0.1, 0.1], [-0.2, 0.1, 0.3], [0.0, -0.1, 0.2], [0.1, 0.5, -0.6], [0.2, 0.1, -0.2], [0.0, 0.1, 0.0], [0.1, -0.2, 0.0], [-0.1, 0.3, 0.2], [0.7, -0.1, -0.3], [0.0, 0.4, -0.3], [0.1, 0.2, -0.2], [1.8, -3.5, -0.6], [0.1, 0.1, -0.2], [0.0, -0.1, 0.0], [3.3, -0.7, 1.5], [0.1, -0.1, -0.1], [0.1, -0.1, 0.0], [0.0, 0.1, -0.1], [-0.4, 0.7, -0.3], [0.3, 0.1, 0.0], [-0.1, -0.1, 0.0], [0.2, -0.1, 0.1], [-0.1, 0.1, -0.1], [0.1, 0.1, 0.0], [0.1, 0.1, 0.0], [0.1, 0.1, 0.1], [-0.4, 1.4, -0.7], [0.2, 0.2, -0.1], [0.2, -0.1, 0.2], [0.2, 0.1, -0.1], [-0.1, -0.1, 0.2], [-0.2, -0.1, 0.0], [0.1, -0.1, -0.1], [0.0, 0.1, -0.2], [-0.3, -0.4, 0.4], [0.0, 0.2, -0.2], [-0.2, 0.3, 0.0], [-0.1, -0.2, -0.2], [0.0, -0.1, 0.0], [-0.3, -0.5, -0.1], [-0.8, -0.5, 0.1], [-0.1, -0.2, 0.0], [-0.1, 0.0, -0.1], [-0.1, -0.1, 0.0], [0.0, 0.3, 0.0]], "mulliken_charge": [0.226, -0.769, -0.170, -0.789, 0.270, -0.334, 1.027, -0.926, 0.450, 0.326, -0.184, 0.381, 0.013, -0.419, 0.075, 0.346, 0.426, -0.100, -0.951, -0.875, -0.476, 0.959, -0.932, 0.412, 0.243, 0.273, -0.016, 0.410, -0.589, 0.481, 1.329, 0.226, 0.282, -0.823, 0.467, 0.378, -0.167, 0.418, -0.187, 0.350, 0.386, -0.981, 0.152, -0.248, -0.427, -0.315, -0.240, -0.811, 0.314, -0.465, -0.921, 0.421, 0.363, 0.336, 0.154, 0.397, 0.300, 0.366, 0.354, 0.371, 0.387, -0.472, 0.725, 0.140, -0.491, -1.024, -0.951, 0.435, 0.445, -0.345, 0.378, 0.500, 0.218, 0.341, 0.067, -1.094, 0.141, 0.432, 0.311, -0.714]}


no.,maximum force (eV Å⁻¹)
1,10.126
2,6.750
3,0.474
4,4.390